# 1
A gas-phase ion, C5H8NO (charge +1) at a distorted geometry, computed with wB97M-V/def2-TZVPD.

Summary:
HOMO (spin up / spin down): -12.6 / -15.2 eV
DFT total energy: -324.8269 a.u.
multiplicity: 3
charge: +1
ΔE to the lowest compared entry with this formula, charge and spin: 36.0 kcal/mol

Each line ends with the Mulliken spin population.
CARTESIAN COORDINATES (ANGSTROEM)
H: -1.222 1.476 0.036  0.04
N: 2.029 -1.089 -0.043  0.43
H: 0.131 -2.460 0.005  0.02
O: -2.807 0.082 -0.048  0.18
C: -0.774 -1.765 0.113  0.48
H: -1.712 -2.165 0.091  0.04
C: -1.629 0.561 -0.146  0.56
H: -3.557 0.672 0.013  -0.01
C: 1.076 -0.192 -0.024  0.01
H: 2.973 -0.620 0.038  -0.01
H: 0.822 1.706 0.859  -0.01
H: 1.204 1.725 -0.843  -0.01
C: -0.505 -0.463 -0.005  0.24
C: 1.446 1.197 -0.028  0.04
H: 2.524 1.334 -0.019  0.00



# 2
A gas-phase ion, C5H8NO (charge +1) at a distorted geometry, computed with wB97M-V/def2-TZVPD.

Summary:
HOMO (spin up / spin down): -13.2 / -15.9 eV
DFT total energy: -324.7749 a.u.
multiplicity: 3
charge: +1
ΔE to the lowest compared entry with this formula, charge and spin: 68.7 kcal/mol

Each line ends with the Mulliken spin population.
CARTESIAN COORDINATES (ANGSTROEM)
C: 1.897 -0.145 -0.797  0.04
H: 1.241 -0.963 -1.121  0.00
H: 1.380 -0.164 1.347  0.00
N: -2.216 -0.530 -0.598  0.87
H: -1.067 -1.864 0.538  0.00
C: -1.108 0.576 0.637  0.72
C: -2.113 0.701 -0.492  0.01
H: -2.396 -1.051 1.383  0.00
O: 0.081 1.020 0.319  0.25
H: -2.280 1.523 -1.074  0.01
C: -1.606 -0.947 0.626  0.10
H: 2.821 -0.529 -0.509  0.00
H: 2.103 1.295 0.779  0.00
C: 1.352 0.493 0.484  0.00
H: 1.911 0.585 -1.522  0.00



Copy entry 2 word for word.
A gas-phase ion, C5H8NO (charge +1) at a distorted geometry, computed with wB97M-V/def2-TZVPD.

Summary:
HOMO (spin up / spin down): -13.2 / -15.9 eV
DFT total energy: -324.7749 a.u.
multiplicity: 3
charge: +1
ΔE to the lowest compared entry with this formula, charge and spin: 68.7 kcal/mol

Each line ends with the Mulliken spin population.
CARTESIAN COORDINATES (ANGSTROEM)
C: 1.897 -0.145 -0.797  0.04
H: 1.241 -0.963 -1.121  0.00
H: 1.380 -0.164 1.347  0.00
N: -2.216 -0.530 -0.598  0.87
H: -1.067 -1.864 0.538  0.00
C: -1.108 0.576 0.637  0.72
C: -2.113 0.701 -0.492  0.01
H: -2.396 -1.051 1.383  0.00
O: 0.081 1.020 0.319  0.25
H: -2.280 1.523 -1.074  0.01
C: -1.606 -0.947 0.626  0.10
H: 2.821 -0.529 -0.509  0.00
H: 2.103 1.295 0.779  0.00
C: 1.352 0.493 0.484  0.00
H: 1.911 0.585 -1.522  0.00